[1]
Entry from the Open Molecules 2025 dataset: a molecular structure, C3H4OPb (the ωB97M-V functional and the def2-TZVPD basis).

Geometry as XYZ:
```
9
Properties=species:S:1:pos:R:3:mulliken_charge:R:1
C -0.975 1.172 0.228 -0.54
C -0.853 -0.174 0.305 -0.23
C 0.285 -0.648 -0.428 0.41
O 1.464 -0.548 -0.060 -0.37
Pb 3.390 -0.947 -0.627 1.50
H -1.395 1.748 1.053 0.27
H -0.585 1.742 -0.619 0.27
H -1.264 -0.770 1.121 0.37
H -0.067 -1.575 -0.973 0.32
```

## Properties
- spin multiplicity = 1
- E_LUMO (eV) = -11.66
- maximum force (hartree/bohr) = 0.129
- charge = +2



[2]
Entry from the Open Molecules 2025 dataset: C2H6Si3 in the gas phase (the ωB97M-V functional and the def2-TZVPD basis).

Geometry as XYZ:
```
11
Properties=species:S:1:pos:R:3:mulliken_charge:R:1
C -1.879 -1.207 -1.001 -0.41
C -1.891 -2.118 -1.826 -0.17
Si 2.232 0.621 -0.652 0.58
Si -1.643 -0.042 0.375 0.13
Si 0.608 0.213 0.949 0.25
H 3.531 0.529 -0.960 -0.06
H 1.668 1.070 -1.925 0.01
H -2.335 1.214 0.307 -0.12
H -2.447 -0.707 1.451 -0.08
H 1.335 -1.010 1.673 -0.03
H 0.821 1.436 1.610 -0.10
```

## Properties
- spin multiplicity = 1
- E_LUMO (eV) = -3.86
- energy relative to the best compared isomer or geometry (same formula, charge and spin) (kcal per mole) = 123.2
- maximum force (hartree/bohr) = 0.078



[3]
Entry from the Open Molecules 2025 dataset: 2 unconnected molecules or ions with the total composition C5H14 (the ωB97M-V functional and the def2-TZVPD basis).

Geometry as XYZ:
```
19
Properties=species:S:1:pos:R:3:mulliken_charge:R:1
C -1.569 -0.246 -1.946 -0.37
C -1.101 0.744 -3.060 -1.00
C -0.895 0.015 -0.577 -1.14
H -2.651 -0.169 -1.877 0.35
H -1.249 -1.244 -2.237 0.26
H -0.194 1.288 -2.806 0.30
H 0.168 -0.121 -0.751 0.33
H -0.991 1.064 -0.269 0.34
H -1.883 1.493 -3.163 0.26
H -1.010 0.154 -3.967 0.30
H -1.413 -0.576 0.166 0.35
C 1.372 -0.937 2.943 -0.78
C 1.852 0.296 2.204 -0.72
H 0.722 -1.551 2.317 0.24
H 2.161 -1.617 3.270 0.29
H 0.788 -0.687 3.821 0.27
H 1.121 0.776 1.540 0.11
H 2.110 1.085 2.914 0.30
H 2.664 0.231 1.477 0.31
```

## Properties
- spin multiplicity = 1
- E_LUMO (eV) = 1.15
- SMILES = CCC.CC
- energy relative to the best compared isomer or geometry (same formula, charge and spin) (kcal per mole) = 11.0
- maximum force (hartree/bohr) = 0.034



[4]
Entry from the Open Molecules 2025 dataset: a molecular structure, C17H15IrNO5 (the ωB97M-V functional and the def2-TZVPD basis).

Geometry as XYZ:
```
39
Properties=species:S:1:pos:R:3:mulliken_charge:R:1
Ir 0.340 -2.138 -1.290 0.95
O -0.108 -2.542 4.829 -0.55
C -0.041 -2.666 3.477 1.08
C -1.191 -2.705 2.690 -0.04
C -1.044 -2.769 1.321 -0.63
N 0.158 -2.800 0.767 -0.42
C 1.266 -2.819 1.500 -0.30
C 1.213 -2.754 2.877 -0.37
C 2.549 -2.927 0.664 0.65
O 3.601 -3.149 1.251 -0.70
O 2.370 -2.816 -0.599 -0.75
C -2.193 -2.817 0.306 0.59
O -3.338 -2.896 0.742 -0.72
O -1.820 -2.813 -0.914 -0.78
H -1.029 -2.421 5.078 0.29
H -2.187 -2.679 3.117 0.44
H 2.121 -2.759 3.462 0.54
C -1.260 0.849 0.185 -1.39
C -0.006 0.931 -0.717 2.97
C 1.225 0.797 0.189 -2.20
C -0.045 -0.196 -1.721 -0.99
C -0.006 2.248 -1.493 -0.37
C 1.082 3.118 -1.502 -0.21
C 1.113 4.225 -2.341 -0.73
C 0.047 4.504 -3.179 -0.37
C -1.072 3.683 -3.136 -0.83
C -1.095 2.576 -2.306 -0.32
H -1.212 -0.058 0.787 0.20
H -2.176 0.802 -0.404 0.31
H -1.304 1.720 0.845 0.44
H 1.183 -0.163 0.701 0.23
H 1.258 1.595 0.938 0.50
H 2.143 0.810 -0.399 0.43
H -0.653 0.040 -2.596 0.32
H 1.927 2.940 -0.852 0.36
H 1.994 4.856 -2.353 0.35
H 0.083 5.353 -3.851 0.37
H -1.921 3.896 -3.775 0.35
H -1.975 1.944 -2.298 0.32
```

## Properties
- spin multiplicity = 1
- E_LUMO (alpha / beta) (eV) = 2.59 / 2.59
- maximum force (hartree/bohr) = 0.066
- charge = -1